DFT (the ωB97M-V functional and the def2-TZVPD basis) results for a cluster of 2 separate species, C24H46BClF2N4O6P2S2 in total.

Structure (XYZ):
```
88
Properties=species:S:1:pos:R:3:mulliken_charge:R:1
C 5.27 -0.52 1.57 -1.174
C 3.77 -0.68 2.06 0.024
C 3.12 -2.08 1.74 -0.658
C 3.39 -2.57 0.24 -0.686
C 2.22 -3.54 -0.26 -0.112
C 1.41 -2.93 -1.50 -0.811
C -0.06 -2.46 -1.04 -0.939
C -0.52 -1.09 -1.59 -0.845
N -0.58 0.12 -0.68 1.048
Cl 0.91 -0.15 0.27 0.154
C -1.62 0.05 0.45 -1.175
S -2.85 -1.32 0.46 -0.256
C -2.50 1.40 0.59 -0.222
C -3.05 1.80 2.02 -0.671
S -2.70 0.60 3.39 -0.082
C -4.31 -0.27 3.65 -0.221
C -5.48 0.72 4.11 -1.000
P -4.17 1.10 -0.32 0.255
N -4.92 2.44 -0.72 -0.891
C -1.39 2.34 -0.14 0.460
C -2.11 3.70 -0.52 -1.581
N -1.33 4.93 -0.39 -0.144
C -2.06 6.14 -0.81 -0.878
P -0.24 2.96 1.27 0.398
O 0.02 1.94 2.34 -0.724
C -0.67 1.51 -1.34 0.668
C 0.78 1.97 -1.76 -0.964
C 1.02 3.09 -2.84 0.269
C 1.51 2.41 -4.21 -1.460
C -0.10 4.12 -3.23 -1.289
N -1.77 1.45 -2.31 -0.363
C -1.51 1.21 -3.50 0.599
O -1.29 0.69 -4.50 -0.379
H 5.87 -1.46 1.66 0.283
H 5.74 0.28 2.22 0.381
H 5.29 -0.08 0.53 0.270
H 3.75 -0.55 3.18 0.410
H 3.19 0.18 1.62 -0.183
H 3.50 -2.83 2.47 0.525
H 2.00 -2.01 1.88 0.193
H 4.38 -3.11 0.29 0.426
H 3.55 -1.71 -0.46 0.238
H 1.56 -3.88 0.58 0.508
H 2.75 -4.47 -0.63 -0.150
H 1.97 -2.00 -1.81 0.326
H 1.37 -3.71 -2.30 0.486
H -0.23 -2.66 0.06 0.376
H -0.73 -3.23 -1.53 0.289
H 0.16 -0.80 -2.45 0.488
H -1.53 -1.20 -2.07 0.457
H -1.02 -0.20 1.37 0.613
H -2.27 -2.49 0.88 0.279
H -2.73 2.81 2.40 0.208
H -4.18 1.88 2.00 0.633
H -4.65 -0.71 2.67 0.089
H -4.20 -1.14 4.35 0.459
H -5.87 1.20 3.16 0.274
H -6.34 0.15 4.55 0.360
H -5.11 1.55 4.77 0.261
H -5.08 0.41 0.55 0.264
H -3.97 0.38 -1.55 0.043
H -5.05 2.49 -1.73 0.272
H -2.61 3.71 -1.54 0.273
H -2.98 3.81 0.20 0.837
H -0.37 4.90 -0.71 0.162
H -2.99 6.20 -0.16 0.317
H -1.49 7.08 -0.58 0.338
H -2.43 6.10 -1.87 0.288
H 0.95 3.57 0.72 0.175
H -0.90 4.04 1.95 0.198
H 1.29 1.04 -2.17 0.250
H 1.42 2.25 -0.87 0.273
H 1.92 3.70 -2.52 0.445
H 2.19 1.53 -4.04 0.323
H 0.67 2.22 -4.93 0.361
H 2.16 3.20 -4.70 0.432
H -0.01 4.32 -4.34 0.487
H -1.16 3.84 -3.05 0.163
H 0.14 5.12 -2.75 0.300
B 4.04 -8.69 1.85 0.534
O 3.75 -7.42 2.56 -0.467
C 3.50 -6.50 1.64 0.530
O 3.22 -5.35 1.89 -0.534
C 3.60 -7.11 0.29 0.705
O 3.42 -6.54 -0.77 -0.660
O 3.92 -8.39 0.40 -0.448
F 3.10 -9.68 2.22 -0.356
F 5.35 -9.13 2.15 -0.355
```

Properties
Frontier orbital gap in eV: 6.43
HOMO in eV: -8.63
Energy in hartree: -3776.292700
F_max in eV/Å: 3.55

***

DFT (the ωB97M-V functional and the def2-TZVPD basis) results for a structure of composition C31H27N6O2S3Sr.

Structure (XYZ):
```
70
Properties=species:S:1:pos:R:3:mulliken_charge:R:1
Sr 1.23 -0.30 -0.62 1.435
N -0.16 -1.06 3.96 -0.493
C -0.36 -0.67 2.66 0.178
S -0.41 -1.90 1.49 -0.543
N -0.64 0.60 2.52 -0.601
N -0.69 1.15 1.32 0.735
C -1.09 2.39 1.26 0.159
C -1.51 3.17 2.44 0.432
C -0.98 4.45 2.64 0.124
C -1.28 5.17 3.77 -0.943
C -2.13 4.64 4.73 -0.455
C -2.67 3.38 4.54 -0.674
C -2.35 2.65 3.42 -0.399
C -1.10 3.05 -0.04 -0.368
C -1.95 4.15 -0.28 -0.801
C -1.97 4.74 -1.52 -0.549
C -1.13 4.23 -2.52 -0.788
C -0.32 3.15 -2.19 -0.050
N -0.30 2.58 -1.00 0.233
H 0.29 -1.96 4.06 0.224
H 0.14 -0.32 4.57 0.253
H -0.31 4.86 1.90 0.600
H -0.84 6.15 3.92 0.378
H -2.36 5.20 5.63 0.378
H -3.33 2.96 5.29 0.377
H -2.76 1.66 3.27 0.420
H -2.59 4.51 0.51 0.518
H -2.62 5.58 -1.73 0.409
H -1.11 4.66 -3.51 0.401
H 0.35 2.73 -2.92 0.209
C 3.11 0.62 -8.72 -1.427
C 2.65 0.23 -7.35 1.102
C 2.67 1.17 -6.31 -1.047
C 2.24 0.82 -5.04 -0.337
C 1.79 -0.47 -4.80 -0.329
C 1.78 -1.40 -5.81 -0.329
C 2.21 -1.06 -7.08 -0.799
S 1.36 -0.98 -3.13 1.902
O 0.31 -0.09 -2.70 -0.837
O 1.03 -2.39 -3.16 -0.682
N 2.63 -0.67 -2.27 -1.209
C 3.24 -1.74 -1.72 0.659
C 4.04 -2.62 -2.47 -0.243
C 4.73 -3.61 -1.81 -0.413
C 4.59 -3.74 -0.43 -0.666
C 3.72 -2.88 0.21 -0.496
N 3.08 -1.91 -0.41 -0.163
H 4.09 1.09 -8.68 0.342
H 2.42 1.33 -9.18 0.311
H 3.19 -0.25 -9.37 0.348
H 3.04 2.17 -6.51 0.371
H 2.27 1.54 -4.24 0.434
H 1.44 -2.40 -5.59 0.510
H 2.22 -1.80 -7.87 0.294
H 4.09 -2.50 -3.54 0.422
H 5.38 -4.29 -2.35 0.383
H 5.12 -4.51 0.11 0.371
H 3.51 -2.95 1.27 0.426
S 2.49 0.58 2.10 -0.420
C 2.36 2.31 2.29 0.559
C 2.35 2.87 3.57 -0.599
C 2.34 4.24 3.74 -0.435
C 2.34 5.09 2.64 -0.543
C 2.33 4.54 1.36 -0.503
C 2.33 3.17 1.19 -0.429
H 2.36 2.21 4.42 0.352
H 2.35 4.66 4.74 0.352
H 2.35 6.16 2.77 0.372
H 2.34 5.19 0.50 0.336
H 2.31 2.73 0.19 0.261
```

Properties
Frontier orbital gap in eV: 5.45
Net charge: -1
HOMO in eV: -3.36
Energy above the lowest of the compared OMol25 structures with the same formula, charge and spin in eV: 2.720
Energy in hartree: -2901.932325
F_max in eV/Å: 8.88

***

DFT (the ωB97M-V functional and the def2-TZVPD basis) results for a cluster of 2 separate species, C5H14N2 in total.

Structure (XYZ):
```
21
Properties=species:S:1:pos:R:3:mulliken_charge:R:1
C 1.93 -1.50 -0.25 -1.315
C 1.52 -0.20 -0.20 1.390
C 1.54 0.56 1.10 -1.384
N 1.58 0.63 -1.34 -0.546
H 2.39 -1.96 0.61 0.265
H 2.15 -1.96 -1.20 0.268
H 0.53 0.78 1.44 0.226
H 2.05 0.00 1.88 0.333
H 2.05 1.52 1.04 0.374
H 1.46 1.63 -1.21 0.190
H 1.89 0.19 -2.19 0.161
C -2.53 0.87 0.48 -1.162
C -1.90 -0.51 0.34 -0.273
N -1.10 -0.51 -0.99 -0.569
H -1.76 1.64 0.50 0.287
H -3.11 0.93 1.40 0.343
H -3.17 1.07 -0.37 0.339
H -2.67 -1.28 0.28 0.386
H -1.28 -0.75 1.22 0.215
H -0.61 0.33 -1.25 0.279
H -0.95 -1.47 -1.29 0.191
```

Properties
Frontier orbital gap in eV: 8.69
HOMO in eV: -7.71
Energy above the lowest of the compared OMol25 structures with the same formula, charge and spin in eV: 1.968
SMILES string: C=C(C)N.CCN
Energy in hartree: -308.350751
F_max in eV/Å: 3.83

***

What did the second record say?
DFT (the ωB97M-V functional and the def2-TZVPD basis) results for a structure of composition C31H27N6O2S3Sr.

Structure (XYZ):
```
70
Properties=species:S:1:pos:R:3:mulliken_charge:R:1
Sr 1.23 -0.30 -0.62 1.435
N -0.16 -1.06 3.96 -0.493
C -0.36 -0.67 2.66 0.178
S -0.41 -1.90 1.49 -0.543
N -0.64 0.60 2.52 -0.601
N -0.69 1.15 1.32 0.735
C -1.09 2.39 1.26 0.159
C -1.51 3.17 2.44 0.432
C -0.98 4.45 2.64 0.124
C -1.28 5.17 3.77 -0.943
C -2.13 4.64 4.73 -0.455
C -2.67 3.38 4.54 -0.674
C -2.35 2.65 3.42 -0.399
C -1.10 3.05 -0.04 -0.368
C -1.95 4.15 -0.28 -0.801
C -1.97 4.74 -1.52 -0.549
C -1.13 4.23 -2.52 -0.788
C -0.32 3.15 -2.19 -0.050
N -0.30 2.58 -1.00 0.233
H 0.29 -1.96 4.06 0.224
H 0.14 -0.32 4.57 0.253
H -0.31 4.86 1.90 0.600
H -0.84 6.15 3.92 0.378
H -2.36 5.20 5.63 0.378
H -3.33 2.96 5.29 0.377
H -2.76 1.66 3.27 0.420
H -2.59 4.51 0.51 0.518
H -2.62 5.58 -1.73 0.409
H -1.11 4.66 -3.51 0.401
H 0.35 2.73 -2.92 0.209
C 3.11 0.62 -8.72 -1.427
C 2.65 0.23 -7.35 1.102
C 2.67 1.17 -6.31 -1.047
C 2.24 0.82 -5.04 -0.337
C 1.79 -0.47 -4.80 -0.329
C 1.78 -1.40 -5.81 -0.329
C 2.21 -1.06 -7.08 -0.799
S 1.36 -0.98 -3.13 1.902
O 0.31 -0.09 -2.70 -0.837
O 1.03 -2.39 -3.16 -0.682
N 2.63 -0.67 -2.27 -1.209
C 3.24 -1.74 -1.72 0.659
C 4.04 -2.62 -2.47 -0.243
C 4.73 -3.61 -1.81 -0.413
C 4.59 -3.74 -0.43 -0.666
C 3.72 -2.88 0.21 -0.496
N 3.08 -1.91 -0.41 -0.163
H 4.09 1.09 -8.68 0.342
H 2.42 1.33 -9.18 0.311
H 3.19 -0.25 -9.37 0.348
H 3.04 2.17 -6.51 0.371
H 2.27 1.54 -4.24 0.434
H 1.44 -2.40 -5.59 0.510
H 2.22 -1.80 -7.87 0.294
H 4.09 -2.50 -3.54 0.422
H 5.38 -4.29 -2.35 0.383
H 5.12 -4.51 0.11 0.371
H 3.51 -2.95 1.27 0.426
S 2.49 0.58 2.10 -0.420
C 2.36 2.31 2.29 0.559
C 2.35 2.87 3.57 -0.599
C 2.34 4.24 3.74 -0.435
C 2.34 5.09 2.64 -0.543
C 2.33 4.54 1.36 -0.503
C 2.33 3.17 1.19 -0.429
H 2.36 2.21 4.42 0.352
H 2.35 4.66 4.74 0.352
H 2.35 6.16 2.77 0.372
H 2.34 5.19 0.50 0.336
H 2.31 2.73 0.19 0.261
```

Properties
Frontier orbital gap in eV: 5.45
Net charge: -1
HOMO in eV: -3.36
Energy above the lowest of the compared OMol25 structures with the same formula, charge and spin in eV: 2.720
Energy in hartree: -2901.932325
F_max in eV/Å: 8.88